Record 1
Molecular formula: C21H55FN21O33P2
Method: DFT, ωB97M-V/def2-TZVPD

Cartesian coordinates (Å):
C -5.65738 2.75165 -1.82682
C -6.08353 3.71507 -0.79859
N -7.26663 3.80589 -0.35969
C -5.12881 4.69359 -0.20820
N -4.13274 4.06044 0.69068
C -4.49082 4.09471 2.05562
O -5.33073 3.34053 2.47566
N -3.87692 5.09820 2.84281
C -4.76953 6.12305 3.25761
O -5.26303 6.23926 4.33807
F -4.98581 6.94676 2.26160
C -3.04175 3.48262 0.15521
N -2.85380 3.44153 -1.12539
C -1.71829 2.81858 -1.30489
N -1.11211 2.52989 -2.48770
N -1.17701 2.47503 -0.15204
N -2.00720 2.90340 0.85658
P -1.37531 2.62212 2.50203
P -2.05865 0.65553 3.10564
O -1.35814 0.36001 4.34112
O -3.61908 0.55244 3.21626
O -1.60003 -0.22982 1.91867
H -5.00793 1.99748 -1.42591
H -6.50057 2.28793 -2.29336
H -5.10404 3.24975 -2.59697
H -7.82780 3.11902 -0.84559
H -5.71297 5.37375 0.37538
H -4.59441 5.26222 -0.94272
H -3.12104 5.50512 2.30911
H -1.46820 1.63894 -2.84117
H -1.37943 3.25592 -3.14032
H -0.30160 2.00386 0.00198
H -2.13563 3.40366 3.38374
H -4.04592 1.41755 3.20974
H -1.87536 -1.14390 2.09370
C -0.67104 -1.48308 -1.34985
N -2.10091 -1.20629 -1.66289
O -2.95885 -1.90220 -1.18242
O -2.32931 -0.26573 -2.40404
H -0.62127 -2.33247 -0.68900
H -0.16545 -1.68030 -2.28356
H -0.27738 -0.59584 -0.88010
C 4.16409 -2.27064 -1.92413
N 2.72772 -2.04197 -2.23488
O 1.90037 -2.79013 -1.74895
O 2.45008 -1.11204 -2.95380
H 4.23995 -3.13400 -1.27652
H 4.67718 -2.43436 -2.86490
H 4.54215 -1.38129 -1.43941
C 1.31282 -3.00043 2.05630
N 1.87793 -1.67841 1.67582
O 2.83094 -1.26622 2.28373
O 1.33970 -1.09332 0.75251
H 1.89555 -3.39386 2.87793
H 0.27935 -2.84113 2.34896
H 1.37553 -3.63828 1.17916
C -3.50661 -1.90147 6.71276
N -2.76244 -2.94110 5.95597
O -2.87545 -2.97618 4.74396
O -2.08132 -3.70568 6.59369
H -4.06333 -1.30211 6.01171
H -4.16753 -2.41656 7.40333
H -2.76931 -1.31281 7.24888
C -7.31846 0.89489 2.70397
N -7.50983 -0.53081 2.32288
O -7.17110 -1.37943 3.11593
O -7.98519 -0.74357 1.23584
H -6.88266 0.93510 3.69469
H -6.66919 1.33292 1.95945
H -8.29087 1.37463 2.68272
C 7.45867 0.85007 0.09466
N 6.94284 -0.37663 -0.56970
O 6.83611 -1.38119 0.09365
O 6.66389 -0.29837 -1.74837
H 7.66319 0.61073 1.12969
H 8.36148 1.14382 -0.43019
H 6.69393 1.61361 0.00063
C -10.30562 5.16628 -2.48929
N -9.27233 4.21583 -2.98331
O -8.50071 4.59518 -3.82888
O -9.27489 3.10690 -2.48116
H -10.18223 6.10318 -3.01568
H -11.27549 4.72259 -2.68717
H -10.14799 5.28270 -1.42190
C 9.43109 -4.08528 1.47596
N 10.22561 -2.82840 1.54588
O 11.42880 -2.90216 1.41831
O 9.61835 -1.79721 1.71606
H 10.11319 -4.90907 1.31479
H 8.90320 -4.18162 2.41917
H 8.73338 -3.98820 0.65513
C 7.15432 -8.03553 -0.35843
N 7.93172 -6.76747 -0.30105
O 9.13005 -6.82809 -0.42943
O 7.30426 -5.74177 -0.12613
H 7.84781 -8.85028 -0.51722
H 6.63073 -8.13664 0.58602
H 6.45109 -7.94623 -1.17919
C -1.11454 7.34937 -2.22913
N -0.74974 6.14631 -3.02729
O -1.64217 5.37645 -3.34006
O 0.40852 6.01250 -3.31915
H -2.18217 7.33097 -2.05319
H -0.55177 7.30333 -1.30261
H -0.82476 8.22052 -2.80633
C -5.37561 -4.69460 4.77251
N -6.69409 -5.09708 5.33487
O -7.21046 -6.10597 4.91486
O -7.15977 -4.37381 6.18764
H -5.07678 -5.42752 4.03491
H -5.49599 -3.71251 4.33099
H -4.67988 -4.67034 5.59975
C 13.34862 -3.13825 -0.97073
N 13.86776 -4.11243 -1.96767
O 13.09548 -4.93633 -2.41265
O 15.03040 -4.01465 -2.28585
H 12.30552 -3.34848 -0.79810
H 13.92584 -3.25550 -0.06030
H 13.48260 -2.14819 -1.38946
C -8.58006 1.17377 -5.43641
N -7.34627 1.91154 -5.82379
O -6.68517 2.41288 -4.94159
O -7.08789 1.96457 -7.00219
H -8.67979 1.21860 -4.35965
H -9.41345 1.65935 -5.93267
H -8.46971 0.15343 -5.78732
C 11.85597 -2.13652 -4.43642
N 11.64178 -0.82363 -3.76333
O 11.34125 0.12524 -4.44536
O 11.78712 -0.79822 -2.55865
H 11.69214 -2.00381 -5.49727
H 12.87535 -2.44690 -4.23066
H 11.15059 -2.84082 -4.00852

Its highest occupied orbital energy is -11.9 eV. Its gap between HOMO and LUMO is 8.67 eV. The net charge is +1. The calculation puts the molecular weight at 1210.7 g/mol.

Atom charges from the Löwdin analysis, given in e for atoms 1 to 5:
1 C -0.022
2 C -0.398
3 N 0.189
4 C -0.061
5 N 0.070

=====

Record 2
Molecular formula: C18H53N9O8P4S
Method: DFT, ωB97M-V/def2-TZVPD

Cartesian coordinates (Å):
C -1.54215 -0.42628 1.38175
C -0.21023 -1.07819 0.68132
O -0.10683 -0.59299 -0.72283
C -0.13594 -2.72338 0.74444
N -0.97466 -3.35169 1.83523
C -0.79343 -4.85026 1.93131
C 0.73004 -5.34747 2.27811
O 0.79325 -6.39335 3.34673
O 1.94322 -6.99877 3.22716
C 2.29790 -7.76552 4.43324
O 1.50035 -8.83315 4.71334
N 3.47819 -7.51927 5.34612
P 3.05482 -6.57540 6.79787
N 3.37645 -7.37906 8.20411
P 4.87711 -6.81102 4.48703
O 6.18060 -6.61769 5.67720
O 5.49944 -7.88733 3.23460
S 4.55275 -5.01067 3.78010
H -1.38811 0.75700 1.34554
H -2.51587 -0.64301 0.76546
H -1.61702 -0.71774 2.52131
H 0.73998 -0.68735 1.28609
H -1.02224 -0.79789 -1.11833
H -0.51516 -3.10999 -0.30869
H 1.02508 -2.98920 0.81713
H -0.87991 -2.86732 2.75459
H -1.49017 -5.24268 2.81292
H -1.13270 -5.44244 0.95919
H 1.45718 -4.45521 2.57173
H 1.22457 -5.84329 1.31304
H 3.82296 -5.35470 6.77568
H 1.64556 -6.23191 6.87012
H 4.09888 -6.79724 8.71720
H 6.66792 -5.78841 5.35197
H 6.50411 -7.80539 3.34350
O 4.26505 1.61099 -2.87059
P 3.92822 1.32348 -4.35420
N 3.02791 2.73515 -4.48452
C 1.62863 2.95065 -4.76274
C 3.79921 3.92578 -4.83630
N 3.04852 -0.08954 -3.96017
C 1.79642 -0.02643 -3.21664
C 3.89417 -1.12295 -3.34599
N 3.54097 0.99295 -6.05984
C 2.33850 0.31811 -6.54228
C 4.70637 0.43245 -6.75002
H 1.42394 2.98562 -5.83667
H 1.28605 3.90020 -4.33361
H 0.98403 2.20309 -4.30852
H 3.89789 4.02186 -5.92103
H 4.80688 3.87541 -4.41225
H 3.34295 4.83863 -4.43697
H 1.85227 0.65797 -2.36259
H 1.49464 -1.01215 -2.83886
H 0.97601 0.27068 -3.86919
H 4.08668 -0.91680 -2.28795
H 4.86053 -1.18372 -3.85730
H 3.42815 -2.11054 -3.43045
H 2.35700 -0.76156 -6.35656
H 2.23534 0.46312 -7.62416
H 1.42454 0.72220 -6.10533
H 4.88114 -0.60736 -6.45222
H 5.60360 1.01039 -6.50583
H 4.58626 0.47391 -7.83753
O -4.09091 2.21307 1.20323
P -4.56296 3.58315 0.65800
N -3.18481 4.35250 1.23169
C -3.01541 5.40001 2.20938
C -2.04174 4.32549 0.32124
N -5.92220 3.61399 1.69591
C -5.77596 3.72911 3.14158
C -6.86528 2.52179 1.41663
N -5.10565 5.15826 0.03118
C -5.84367 6.16542 0.78951
C -5.73938 4.99637 -1.28062
H -3.11564 6.39523 1.76673
H -2.02232 5.34657 2.67205
H -3.70523 5.31833 3.04494
H -2.08054 5.16297 -0.38070
H -2.03191 3.40005 -0.26291
H -1.08956 4.35726 0.86280
H -4.99034 3.07419 3.53502
H -6.70918 3.48892 3.66774
H -5.56806 4.76004 3.42636
H -6.52786 1.57204 1.84457
H -6.98233 2.38072 0.33711
H -7.85896 2.75159 1.81592
H -6.89172 5.88906 0.94990
H -5.83499 7.12090 0.25179
H -5.39484 6.37361 1.76149
H -6.73286 4.54381 -1.18769
H -5.12927 4.34708 -1.91691
H -5.83427 5.95510 -1.80086

Its structure (SMILES) is C[C@H](O)CNCCOOC(=O)N([PH2]=N)P(O)(O)=S.CN(C)P(=O)(N(C)C)N(C)C.CN(C)P(=O)(N(C)C)N(C)C. Its highest occupied orbital energy is -7.6 eV. Its gap between HOMO and LUMO is 6.09 eV. The calculation puts the molecular weight at 679.6 g/mol.

Atom charges from the Löwdin analysis, given in e for atoms 1 to 5:
1 C -0.086
2 C -0.360
3 O -0.130
4 C -0.186
5 N -0.111

=====

Record 3
Molecular formula: C16H32N2O13
Method: DFT, ωB97M-V/def2-TZVPD

Cartesian coordinates (Å):
N -3.63070 -5.23923 -6.48245
C -3.14458 -3.93925 -6.01621
C -2.75052 -4.16213 -4.50390
N -1.32442 -3.83227 -4.39966
C -0.77275 -4.02318 -5.68813
O 0.30061 -4.53215 -5.93414
C -1.82101 -3.52218 -6.68737
H -4.05506 -5.15714 -7.39910
H -2.85017 -5.87416 -6.60165
H -3.89816 -3.16890 -6.11733
H -2.77556 -5.23719 -4.37579
H -3.35230 -3.62616 -3.78580
H -1.07136 -2.99136 -3.90870
H -1.70017 -2.45185 -6.80290
H -1.66820 -4.09762 -7.59419
C 3.49462 1.34054 -3.16028
O 3.75757 -0.06446 -3.17932
C 2.75079 -0.80780 -3.62807
O 1.68317 -0.38941 -4.00657
O 3.11411 -2.08084 -3.58646
C 2.10530 -2.98921 -4.04729
H 4.39219 1.81580 -2.77693
H 3.29227 1.70769 -4.16487
H 2.65844 1.56764 -2.50021
H 1.86003 -2.79451 -5.08621
H 1.21719 -2.91704 -3.42370
H 2.51502 -3.98962 -3.96326
C -0.81930 0.95482 -3.18779
O -1.62298 2.14295 -3.20988
C -1.38956 2.97065 -2.20076
O -0.57922 2.80146 -1.32296
O -2.19704 4.02056 -2.31890
C -2.04626 4.99749 -1.28619
H -1.09489 0.37229 -4.06106
H 0.23341 1.19790 -3.24770
H -1.02570 0.37501 -2.28825
H -1.03808 5.40712 -1.28893
H -2.27352 4.56624 -0.31326
H -2.75733 5.78819 -1.50530
C 0.78195 0.63941 5.30387
O 0.17911 0.52488 4.01422
C 0.91112 1.03614 3.02338
O 1.98766 1.55926 3.14499
O 0.24577 0.86761 1.88627
C 0.91627 1.37392 0.72364
H 0.09483 0.19244 6.01590
H 1.72791 0.10160 5.33485
H 0.93407 1.68484 5.56534
H 1.86998 0.86244 0.58705
H 1.07054 2.44584 0.80588
H 0.27774 1.17175 -0.11873
C 2.50103 2.52810 8.77155
O 1.27142 1.80109 8.83545
C 0.60613 1.94893 9.97987
O 0.95192 2.61825 10.91548
O -0.50932 1.22498 9.90498
C -1.32882 1.28980 11.07388
H 2.93154 2.31867 7.79653
H 2.32055 3.59710 8.86387
H 3.18601 2.19340 9.54784
H -1.65749 2.31092 11.25646
H -0.79286 0.90796 11.94047
H -2.19292 0.66195 10.87840

Its structure (SMILES) is N[C@H]1CNC(=O)C1.COC(=O)OC.COC(=O)OC.COC(=O)OC.COC(=O)OC. Its highest occupied orbital energy is -9.6 eV. Its gap between HOMO and LUMO is 9.98 eV. The calculation puts the molecular weight at 460.4 g/mol. The calculation puts the energy above the lowest of the compared OMol25 structures with the same formula, charge and spin at 5.2 kcal/mol.

Atom charges from the natural (NBO) analysis, given in e for atoms 1 to 5:
1 N -0.827
2 C -0.067
3 C -0.225
4 N -0.699
5 C 0.708

=====

Record 4
Molecular formula: C3H7F2OP
Method: DFT, ωB97M-V/def2-TZVPD

Cartesian coordinates (Å):
C 0.40868 -0.44806 -0.62068
C 1.07892 0.15728 0.66730
C -1.41594 -0.42734 -0.49582
O 2.45834 0.35340 0.50229
F -1.82425 -0.45823 -1.73548
F -1.81452 -1.67850 0.05728
P -2.06938 1.11495 0.50520
H 0.56386 -1.48253 -0.85054
H 0.62504 0.20936 -1.44457
H 0.77732 -0.63518 1.49175
H 0.69031 1.14270 0.80442
H 2.88755 -0.60351 0.33896
H -0.99707 1.12505 1.33100
H -1.36886 1.63060 -0.55110

Its structure (SMILES) is OCCC(F)(F)P. Its highest occupied orbital energy is -9.8 eV. Its gap between HOMO and LUMO is 10.45 eV. The calculation puts the molecular weight at 128.1 g/mol. The calculation puts the energy above the lowest of the compared OMol25 structures with the same formula, charge and spin at 11.4 kcal/mol.

Atom charges from the natural (NBO) analysis, given in e for atoms 1 to 5:
1 C -0.456
2 C -0.076
3 C 0.510
4 O -0.703
5 F -0.339

=====

Record 5
Molecular formula: C2H9N3O
Method: DFT, ωB97M-V/def2-TZVPD

Cartesian coordinates (Å):
C -1.47359 1.07984 0.26822
C -0.73893 -0.14799 -0.10704
N 1.29241 -1.39163 -0.03861
N 1.26040 0.99717 0.02129
N 0.58984 -0.18335 0.41214
O -1.49273 -1.25456 0.19974
H -0.98281 2.06271 0.00132
H -1.48256 1.20168 1.37668
H -2.39427 0.83236 -0.11409
H -0.72391 -0.19777 -1.51971
H 1.72288 -1.44791 -0.91834
H 1.80904 -1.77008 0.76633
H 1.48263 1.00643 -0.96215
H 1.97562 1.25621 0.53350
H -0.84402 -2.04310 0.08073

Its highest occupied orbital energy is -9.1 eV. Its gap between HOMO and LUMO is 10.17 eV. The calculation puts the molecular weight at 91.1 g/mol. The calculation puts the energy above the lowest of the compared OMol25 structures with the same formula, charge and spin at 92.6 kcal/mol.

Atom charges from the natural (NBO) analysis, given in e for atoms 1 to 5:
1 C -0.658
2 C 0.334
3 N -0.742
4 N -0.665
5 N -0.156

=====

Q: Which max |F| values were calculated for the entries above? A: 3.315 9.448 1.538 4.639 5.766, in eV/A.